Molecular formula: C6H6CdFLiO6
Method: DFT, the ωB97M-V functional and the def2-TZVPD basis

```
21
Properties=species:S:1:pos:R:3
Cd 2.01917 3.83877 -1.85873
F 2.88135 -1.76579 -0.70450
O 1.88086 0.94261 0.21512
O 1.75613 1.90211 -1.82769
O -1.24977 1.09221 -1.49650
O -1.50749 -0.76924 -0.31093
O 1.41518 -0.26430 -1.52847
O -1.89133 1.16441 0.64564
C 1.72791 0.94943 -1.04301
C 1.41939 -0.38649 0.74095
C 1.58793 -1.21448 -0.47031
C -1.53235 0.54051 -0.44737
C -2.03029 0.21886 1.72748
C -1.70469 -1.12850 1.07216
Li -0.17490 0.20566 -2.79028
H 2.10336 -0.65598 1.55057
H -1.29882 0.49462 2.49446
H -3.04987 0.28555 2.11919
H 0.90393 -2.05415 -0.62568
H -2.53828 -1.83753 1.10678
H -0.71743 -1.55830 1.43111
```

Charge: +1
<S²>: 0.75
Multiplicity: 2

***

Molecular formula: C48H42BiN6OSSbSi
Method: DFT, the ωB97M-V functional and the def2-TZVPD basis

```
101
Properties=species:S:1:pos:R:3
Bi -0.15365 0.70250 0.58712
Sb -3.49041 1.06402 1.04592
S 1.66957 0.45309 3.71704
Si -1.02444 -1.55280 -2.18029
O -0.89314 -0.49286 -0.91585
N -1.19156 2.60261 2.21514
N -1.26001 2.45267 -0.73515
N 2.00335 0.52979 2.06898
N -1.26641 -1.03871 1.88837
N 4.30778 0.87834 2.23765
N 2.02371 0.78398 -0.58346
C 3.20170 0.85204 0.05890
C -3.60566 -0.69734 -5.36487
C -2.40193 -0.87152 -3.26475
C -3.49386 2.71745 -1.49491
C 3.09946 1.18764 -2.66756
C 1.97100 0.94032 -1.90313
C -1.69484 -3.07307 3.02906
C 0.64308 -2.53445 2.33049
C 4.64956 0.75946 6.42227
C -1.75399 -3.71690 -0.39479
C 1.60831 -2.53587 -2.24028
C -2.58030 -0.78430 1.84458
C 4.31750 1.26468 -2.02204
C -3.09756 2.86115 3.61889
C -3.06107 3.61564 -2.46090
C -2.46418 2.32030 2.51512
C -1.78956 -4.20756 -2.73147
C 5.76899 0.93462 5.63103
C 2.83199 -2.89541 -2.78017
C 3.28334 0.65247 4.45296
C -2.18317 -5.00480 -0.10951
C -3.04791 -2.80796 3.01721
C 4.40418 0.82795 3.65116
C -2.22302 -5.49389 -2.45728
C 3.13621 -2.55136 -4.09177
C -2.42904 -5.89483 -1.14350
C -0.48825 3.44694 2.97861
C 0.91421 3.78487 2.56430
C -0.83197 3.37403 -1.61102
C 2.21310 -1.84620 -4.85054
C 3.15952 0.72898 1.54199
C -2.36889 3.71543 4.43912
C -3.50493 -1.65467 2.38840
C 0.98644 -1.48986 -4.30325
C 0.66057 -1.82840 -2.98882
C -3.49332 -0.26831 -2.64175
C -4.61299 0.13053 -3.35303
C -1.55654 -3.29020 -1.70319
C 4.37346 1.08862 -0.64535
C -2.55923 2.15372 -0.64690
C -4.67151 -0.08469 -4.72278
C -1.06022 4.01869 4.11199
C 0.60076 3.81594 -1.58431
C -0.80921 -2.18331 2.42402
C -2.48643 -1.08733 -4.64303
C 5.64518 0.96409 4.24709
C -1.72633 3.96807 -2.49616
C 3.40022 0.61647 5.82810
H 6.74459 1.05258 6.08084
H -0.48521 4.70184 4.72290
H -2.33311 -5.31228 0.91908
H -4.13192 2.62891 3.83352
H 0.74671 -3.51774 1.86794
H 1.11022 3.42836 1.55345
H -1.62746 -3.90502 -3.76150
H -2.40765 -6.18540 -3.26896
H -2.77851 -6.89561 -0.92783
H -3.65602 -0.88990 -6.42870
H 1.06031 4.86471 2.58895
H 3.54377 -3.45821 -2.18871
H 5.32986 1.16183 -0.14896
H -5.44418 0.59524 -2.83566
H -3.76333 4.05690 -3.15538
H 2.43534 -1.59043 -5.87912
H 0.98601 0.89063 -2.34259
H -1.36344 4.70183 -3.20337
H 4.73695 0.72803 7.49915
H 2.51163 0.47810 6.43191
H 1.08564 -2.58789 3.32416
H -1.31277 -3.98769 3.46232
H -5.55101 0.20524 -5.28213
H 0.27813 -0.93756 -4.90904
H 1.18870 -1.81258 1.72956
H -1.67865 -1.59157 -5.15951
H 6.52445 1.08687 3.62467
H 1.36400 -2.83518 -1.22390
H 0.64738 4.88891 -1.39468
H 5.17573 0.99284 1.74708
H -3.48065 -0.14706 -1.56407
H -3.74725 -3.49730 3.47115
H -1.57138 -3.01908 0.40737
H -4.53791 2.45181 -1.39911
H -2.82740 4.15539 5.31491
H 4.08308 -2.84842 -4.52409
H 3.01663 1.32113 -3.73553
H 1.16163 3.30230 -0.80952
H 5.22042 1.47747 -2.57820
H 1.63734 3.33723 3.24766
H 1.07628 3.63748 -2.54907
H -4.56456 -1.44712 2.31930
```

Charge: +2

***

| no. | total energy (eV) |
| --- | --- |
| 1 | -26083.1422 |
| 2 | -92525.4497 |